1.
A 2-piece molecular cluster, C4H12 overall at a distorted geometry. Source: the Open Molecules 2025 dataset; level of theory: ωB97M-V/def2-TZVPD.

Its SMILES is CC.CC. For the gap between HOMO and LUMO, the calculation gives 12.6 eV. Its total charge is 0. For the LUMO energy, the calculation gives 0.0414 hartree.

Element x y z (Å)
C  -0.054  0.825  -1.254
C  -0.089  0.793  -2.801
H  -0.813  1.377  -0.729
H  0.090  -0.191  -0.880
H  0.921  1.280  -1.031
H  0.453  1.637  -3.209
H  -1.155  0.803  -3.037
H  0.214  -0.122  -3.306
C  -0.209  -1.514  2.056
C  0.293  -0.079  1.971
H  -1.147  -1.625  2.597
H  -0.358  -2.002  1.092
H  0.528  -2.065  2.646
H  -0.460  0.638  1.643
H  0.660  0.200  2.960
H  1.127  0.043  1.283

Mulliken atomic charge list, values in e, 4 entries: -0.69 -0.95 0.34 0.17

2.
C14H18FeO3S2 as an isolated structure at a distorted geometry. Source: the Open Molecules 2025 dataset; level of theory: ωB97M-V/def2-TZVPD.

For the gap between HOMO and LUMO (spin up / spin down), the calculation gives 6.5 / 5.8 eV. The spin multiplicity is 5. Its total charge is 0. For the LUMO energy (spin up / spin down), the calculation gives 0.0086 / -0.1041 hartree.

Element x y z (Å)
C  -4.955  1.637  2.155
C  -3.777  2.567  1.825
C  -4.089  3.473  0.673
O  -2.655  1.685  1.555
C  -1.367  2.146  1.697
S  -0.262  0.972  2.179
S  -1.068  3.773  1.517
H  -5.871  2.215  2.332
H  -5.141  0.931  1.333
H  -4.756  1.053  3.063
H  -3.579  3.191  2.712
H  -5.019  4.010  0.901
H  -3.290  4.211  0.522
H  -4.212  2.898  -0.253
C  2.987  -0.699  1.906
C  1.892  -0.022  1.158
C  1.143  -0.751  0.138
Fe  1.842  -1.906  -1.442
C  0.412  -3.043  -1.176
O  -0.277  -3.900  -0.789
C  2.816  -3.177  -0.502
O  3.145  -4.186  -0.025
C  1.242  -0.829  -3.057
C  1.551  -2.184  -3.437
C  2.904  -2.463  -3.053
C  3.454  -1.270  -2.454
C  2.429  -0.258  -2.464
H  3.277  -0.031  2.737
H  2.716  -1.680  2.349
H  3.893  -0.842  1.270
H  1.919  1.082  1.188
H  0.623  -1.615  0.580
H  0.365  -0.108  -0.317
H  0.318  -0.303  -3.273
H  0.900  -2.848  -4.005
H  3.457  -3.369  -3.287
H  4.478  -1.132  -2.118
H  2.554  0.774  -2.139

Mulliken atomic charge list, values in e, 4 entries: -1.42 0.38 -1.14 -0.34

Electronic energy (hartree)
-159.57012, -2829.81142
M (g mol⁻¹)
60.14, 354.27
Energy relative to the best compared isomer or geometry (same formula, charge and spin) (eV)
0.404, 0.519